(1)
C38H27N2O4P2PdSTe | the ωB97M-V functional and the def2-TZVPD basis

Largest force on an atom (eV/Å): 1.06
Total charge: 0
⟨S²⟩: 0.789
E_HOMO (alpha / beta) (eV): -7.573 / -7.628
2S+1: 2
Kohn-Sham gap (alpha / beta) (eV): 6.77 / 5.89
Calculated total energy (eV): -91197.361

```
76
C38H27N2O4P2PdSTe | the Open Molecules 2025 dataset | the ωB97M-V functional and the def2-TZVPD basis
Pd 0.6241 -0.3995 1.7994
O -0.6349 4.0181 1.8609
C -0.8761 2.7055 2.0251
O -0.8968 1.9282 1.1154
C -1.1163 2.1741 3.4138
C -1.5325 2.8904 4.5153
C -1.7505 2.1771 5.6964
C -1.5210 0.8157 5.7304
C -1.0323 0.1909 4.5815
N -0.8468 0.8657 3.4662
C -0.6617 -1.2981 4.5437
O -0.9836 -1.9641 5.5183
O -0.0388 -1.6994 3.5029
H -1.7030 3.9560 4.4523
H -2.0985 2.6951 6.5807
H -1.6877 0.2156 6.6135
Te 1.4177 -2.0436 -2.6452
C 0.5789 -1.1413 -4.3663
C 0.1306 -1.9022 -5.4372
C -0.4192 -1.2568 -6.5376
N -0.5569 0.0621 -6.6324
C -0.1271 0.7840 -5.5977
C 0.4441 0.2384 -4.4597
C 0.6416 -0.7698 -1.2280
P 1.6751 0.1000 -0.1286
C 1.5861 1.9185 -0.2249
C 2.1986 2.6377 0.8554
C 1.6932 3.8032 1.2945
C 0.3911 4.3085 0.7700
C 0.0736 3.7566 -0.5854
C 0.6405 2.6025 -1.0264
C 3.4300 -0.2849 -0.2684
C 4.2855 0.5446 -0.9848
C 5.6227 0.1988 -1.1280
C 6.1058 -0.9634 -0.5473
C 5.2558 -1.7873 0.1814
C 3.9213 -1.4481 0.3226
P -0.6092 -1.1750 -0.0167
C -2.0867 -0.1727 -0.3868
C -3.0578 0.0031 0.5954
C -4.1927 0.7487 0.3246
C -4.3675 1.3186 -0.9321
C -3.4069 1.1366 -1.9157
C -2.2666 0.3911 -1.6422
C -1.2525 -2.8516 -0.1607
C -1.8041 -3.2905 -1.3641
C -2.3453 -4.5614 -1.4435
C -2.3430 -5.3915 -0.3272
C -1.7972 -4.9549 0.8694
C -1.2478 -3.6812 0.9566
H 0.1900 -2.9837 -5.4235
H -0.7775 -1.8376 -7.3812
H -0.2398 1.8598 -5.6864
H 0.7745 0.8820 -3.6533
H 3.0663 2.2079 1.3460
H 2.1448 4.3327 2.1239
H 0.3505 5.3957 0.7691
H -0.6902 4.2540 -1.1690
H 0.2916 2.1370 -1.9407
H 3.9087 1.4541 -1.4368
H 6.2848 0.8391 -1.6960
H 7.1486 -1.2301 -0.6604
H 5.6348 -2.6917 0.6389
H 3.2514 -2.0866 0.8889
H -2.9146 -0.4315 1.5795
H -4.9428 0.8896 1.0927
H -5.2546 1.9023 -1.1424
H -3.5433 1.5745 -2.8966
H -1.5001 0.2564 -2.3988
H -1.8176 -2.6398 -2.2302
H -2.7726 -4.9069 -2.3760
H -2.7765 -6.3813 -0.3938
H -1.7993 -5.5992 1.7387
H -0.8198 -3.3280 1.8896
S 3.2379 0.0126 3.9156
C 2.1090 -0.0293 2.9036
```

These are the Mulliken partial charges, in e, on atoms 1 to 2: 0.4596, -0.5014

=====

(2)
C5H7N | the ωB97M-V functional and the def2-TZVPD basis

SMILES: C1=CCN=CC1
Largest force on an atom (eV/Å): 1.43
Total charge: 0
E_HOMO (eV): -8.522
Kohn-Sham gap (eV): 9.23
Calculated total energy (eV): -6784.874

```
13
C5H7N | the Open Molecules 2025 dataset | the ωB97M-V functional and the def2-TZVPD basis
C 0.0736 -0.6686 -1.0453
C 0.1298 0.6871 -1.0309
C -0.2857 1.4944 0.2160
N -0.6782 0.3791 1.0676
C 0.3698 -0.3882 1.1002
C 0.2046 -1.5732 0.2228
H 0.0041 -1.1912 -2.0039
H 0.3695 1.2267 -1.9520
H -1.1203 2.1797 0.0103
H 0.5812 2.0819 0.5813
H 1.4035 0.0066 1.2067
H 1.0594 -2.2567 0.1427
H -0.7321 -2.1229 0.3880
```

These are the Mulliken partial charges, in e, on atoms 1 to 2: -0.2507, -0.4178

=====

(3)
C43H28AsBrCoF4NO3PS2 | the ωB97M-V functional and the def2-TZVPD basis

Largest force on an atom (eV/Å): 1.17
Total charge: 0
⟨S²⟩: 3.773
E_HOMO (alpha / beta) (eV): -7.119 / -7.146
2S+1: 4
Kohn-Sham gap (alpha / beta) (eV): 6.61 / 6.55
Calculated total energy (eV): -263014.094

```
85
C43H28AsBrCoF4NO3PS2 | the Open Molecules 2025 dataset | the ωB97M-V functional and the def2-TZVPD basis
Co 0.4191 -0.0096 0.3343
F -7.1663 0.4350 1.1014
C -5.9046 0.0174 1.0249
C -5.2035 -0.2757 2.1686
F -5.7854 -0.1253 3.3597
C -3.8910 -0.6918 2.0824
F -3.2748 -0.9005 3.2531
C -3.2133 -0.8412 0.8801
P -1.4256 -1.2533 0.8771
C -1.2945 -2.6469 2.0650
C -0.8971 -2.5046 3.3950
C -0.8237 -3.5996 4.2455
C -1.1471 -4.8677 3.7770
C -1.5343 -5.0316 2.4554
C -1.6010 -3.9295 1.6068
C -0.2238 0.9337 3.5603
C -1.4025 0.6275 4.2126
C -2.5690 1.2845 3.8395
C -2.5399 2.2291 2.8242
C -1.3390 2.5445 2.1938
C -0.1715 1.9071 2.5749
C -3.9668 -0.5604 -0.2683
Br -3.2708 -0.7796 -2.0042
C -5.2814 -0.1311 -0.1940
F -5.9958 0.1387 -1.2894
H -0.6629 -1.5203 3.7793
H -0.5237 -3.4601 5.2787
H -1.0998 -5.7220 4.4420
H -1.7750 -6.0185 2.0774
H -1.8949 -4.0625 0.5719
H -1.4119 -0.1329 4.9859
H -3.5004 1.0425 4.3374
H -3.4517 2.7345 2.5290
H -1.3054 3.3020 1.4175
H 0.7732 2.1852 2.1300
S 2.4992 1.1074 0.1516
C 2.8260 1.4614 -1.5496
C 4.1302 1.7748 -1.9404
C 4.4295 2.0340 -3.2694
C 3.4368 1.9884 -4.2417
C 2.1367 1.6894 -3.8684
C 1.8293 1.4354 -2.5340
As 0.0583 0.9794 -1.9254
C -0.7768 0.5093 -3.6130
C -1.4937 1.4120 -4.3900
C -2.0256 1.0061 -5.6106
C -1.8405 -0.2952 -6.0578
C -1.1136 -1.1952 -5.2867
C -0.5845 -0.7943 -4.0677
C -0.6821 2.7331 -1.5411
C -2.0533 2.8514 -1.3096
C -2.5973 4.0803 -0.9563
C -1.7709 5.1906 -0.8138
C -0.4028 5.0680 -1.0282
C 0.1432 3.8405 -1.3909
H 4.9084 1.8066 -1.1863
H 5.4506 2.2673 -3.5504
H 3.6740 2.1804 -5.2806
H 1.3582 1.6597 -4.6200
H -1.6386 2.4304 -4.0546
H -2.5847 1.7120 -6.2122
H -2.2654 -0.6103 -7.0035
H -0.9616 -2.2099 -5.6331
H -0.0258 -1.5015 -3.4650
H -2.6997 1.9860 -1.4082
H -3.6650 4.1685 -0.7888
H -2.1926 6.1502 -0.5336
H 0.2451 5.9294 -0.9115
H 1.2103 3.7470 -1.5539
O 1.3025 -0.0572 6.4533
S 1.8155 0.7064 5.3621
O 1.8553 2.1304 5.4232
N 0.9915 0.2310 3.9375
C 1.7759 -0.4702 3.0643
O 1.3868 -0.9412 2.0152
C 3.1608 -0.5992 3.5853
C 4.2165 -1.1976 2.9350
C 5.4628 -1.1476 3.5481
C 5.6295 -0.5129 4.7760
C 4.5592 0.0844 5.4309
C 3.3321 0.0219 4.8012
H 4.0624 -1.6646 1.9699
H 6.3175 -1.5979 3.0603
H 6.6138 -0.4696 5.2254
H 4.6832 0.5831 6.3836
```

These are the Mulliken partial charges, in e, on atoms 1 to 2: 0.1521, -0.3141

=====

(4)
C8H9NO2 | the ωB97M-V functional and the def2-TZVPD basis

SMILES: C[C@@]12C=C1C[C@H]1C=[N+]([O-])O[C@H]12
Largest force on an atom (eV/Å): 3.18
Total charge: 0
E_HOMO (eV): -8.667
Kohn-Sham gap (eV): 9.25
Calculated total energy (eV): -14019.365

```
20
C8H9NO2 | the Open Molecules 2025 dataset | the ωB97M-V functional and the def2-TZVPD basis
C 0.9401 0.6295 -1.8032
C 0.1846 -0.4075 -0.9566
C 0.7279 -1.7771 -0.6473
C 0.9694 -0.9451 0.3148
C 0.4788 -0.1480 1.4075
C -1.1490 -0.1165 1.0859
C -1.7203 1.2110 1.4500
N -1.7507 2.0328 0.4752
O -2.0774 3.1919 0.4661
O -1.4029 1.4104 -0.7465
C -1.1958 0.0615 -0.4756
H 0.3864 0.6668 -2.8301
H 2.0223 0.2024 -1.8810
H 0.7697 1.6083 -1.2175
H 0.9318 -2.7310 -1.0847
H 0.6979 -0.5407 2.3935
H 0.7431 0.8588 1.2857
H -1.6859 -1.0885 1.4785
H -1.7530 1.6115 2.4704
H -2.0882 -0.4259 -1.0169
```

These are the Mulliken partial charges, in e, on atoms 1 to 2: -1.0023, 0.5383

=====

(5)
C2H5IN2O | the ωB97M-V functional and the def2-TZVPD basis

Largest force on an atom (eV/Å): 3.39
Total charge: 0
E_HOMO (eV): -7.909
Kohn-Sham gap (eV): 8.24
Calculated total energy (eV): -15279.753

```
11
C2H5IN2O | the Open Molecules 2025 dataset | the ωB97M-V functional and the def2-TZVPD basis
C -1.4475 0.6519 -0.5819
C 2.2503 -0.0040 0.8827
N 1.6313 -1.9022 -0.4944
N 1.5224 -0.9746 0.3989
O -1.2893 0.1351 0.4772
I 4.2649 0.0460 0.2063
H -1.5880 -0.0451 -1.4071
H -1.4315 1.7920 -0.6573
H 1.7964 0.6701 1.5147
H 2.6360 -2.1408 -0.7529
H 0.5310 -0.8232 0.6255
```

These are the Mulliken partial charges, in e, on atoms 1 to 2: -0.0801, -0.2697

=====

(6)
C4H13NOS | the ωB97M-V functional and the def2-TZVPD basis

SMILES: C[C@@H](N)CCS.O
Largest force on an atom (eV/Å): 4.29
Total charge: 0
E_HOMO (eV): -9.097
Kohn-Sham gap (eV): 9.70
Calculated total energy (eV): -18730.657

```
20
C4H13NOS | the Open Molecules 2025 dataset | the ωB97M-V functional and the def2-TZVPD basis
C -1.3721 1.6876 -1.6534
C -0.0886 1.1199 -0.9410
N 0.2804 2.1798 -0.0132
C -0.2762 -0.2544 -0.2592
C 0.9754 -1.1634 -0.1558
S 2.1035 -1.4876 -1.5831
H -2.0596 2.0437 -0.8849
H -1.8888 0.8392 -2.0367
H -1.1152 2.3978 -2.4359
H 0.6857 1.1058 -1.7061
H 1.1761 2.0521 0.2928
H 0.4347 3.0527 -0.5596
H -0.5603 -0.2010 0.8367
H -0.9741 -0.8228 -0.8151
H 1.6235 -1.0250 0.7205
H 0.5310 -2.1944 -0.0592
H 2.7198 -0.2961 -1.6310
O -0.9570 -2.6666 4.3163
H -1.2560 -3.5022 4.6189
H 0.0178 -2.8650 3.9492
```

These are the Mulliken partial charges, in e, on atoms 1 to 2: -1.5410, 0.6330

=====

Energy above the lowest of the compared OMol25 structures with the same formula, charge and spin values, unit kcal per mole, following the record order: 0.0 83.9 6.5 173.6 68.6 31.2.